Record 1
The molecule C4H9NO3S in a non-equilibrium geometry. Source: the OMol25 dataset; level of theory: ωB97M-V with the def2-TZVPD basis set.

ORCA input file:
```
! wB97M-V def2-TZVPD RIJCOSX def2/J DEFGRID3
* xyz 0 1
C 1.5005 0.4135 2.0630
C 1.5330 -0.5008 0.8380
C -0.5119 0.8490 -0.2985
C -1.4525 -0.9946 -1.7053
H 2.0987 1.3621 1.9242
H 0.4922 0.7894 2.3104
H 1.9713 -0.1053 2.9061
H 2.5476 -0.9111 0.6924
H 0.7764 -1.3221 0.7599
H -0.4506 -1.0668 -2.0813
H -1.5989 -1.8914 -0.9641
H -2.2070 -0.9620 -2.5587
H -2.6105 1.3033 0.0874
N -1.4581 0.3575 -1.0915
O 1.5037 -0.4228 -1.8840
O -0.6929 1.8277 0.4451
O -2.7424 0.8235 -0.7907
S 1.3014 0.4509 -0.6526
*
```

## Properties
* gap between HOMO and LUMO: 9.908 eV
* HOMO level: -9.46 eV

---

Record 2
The molecule C4H9NO4 in a non-equilibrium geometry. Source: the OMol25 dataset; level of theory: ωB97M-V with the def2-TZVPD basis set.

ORCA input file:
```
! wB97M-V def2-TZVPD RIJCOSX def2/J DEFGRID3
* xyz 0 1
C 0.8254 -0.2160 1.0320
C 1.2802 -0.1965 -0.3385
C -1.4109 0.5981 0.4775
C -0.2751 0.1117 -0.8992
N 2.1598 0.9001 -0.6372
O -0.8354 -1.1712 -1.1786
O 0.4596 -1.3348 1.5964
O -1.9576 -0.3951 1.3338
O -0.3308 1.0228 -1.7466
H -1.3242 -1.0401 -2.0030
H -0.2880 -1.1665 2.2075
H -2.1652 -1.1473 0.7596
H 0.8439 0.7009 1.6133
H 1.5859 -1.1777 -0.7021
H 1.6827 1.5333 -1.2776
H 3.0240 0.5867 -1.0574
H -2.1495 0.9300 -0.2569
H -1.1248 1.4616 1.0767
*
```

## Properties
* gap between HOMO and LUMO: 7.579 eV
* HOMO level: -8.00 eV

---

Record 3
The molecule C4H9NO4S. Source: the OMol25 dataset; level of theory: ωB97M-V with the def2-TZVPD basis set.

ORCA input file:
```
! wB97M-V def2-TZVPD RIJCOSX def2/J DEFGRID3
* xyz 0 1
C -0.7576 1.2082 1.9582
C 0.7331 1.0427 1.7052
N 1.1248 0.0954 0.6293
C 0.1598 -0.3776 -0.2791
C 0.3793 -1.7844 -0.7955
O -0.5958 -1.8740 -1.8606
S -0.7083 -0.4556 -2.5916
O -0.0363 -0.5015 -3.8384
O -2.0574 -0.0214 -2.4962
O 0.1899 0.3608 -1.5617
H -1.3171 1.4539 1.0550
H -1.1903 0.3139 2.4115
H -0.8975 2.0334 2.6575
H 1.1992 0.6801 2.6245
H 1.1716 2.0250 1.5101
H 1.8770 0.5153 0.0983
H -0.8653 -0.2869 0.0765
H 1.3680 -1.8695 -1.2529
H 0.2227 -2.5579 -0.0502
*
```

## Properties
* gap between HOMO and LUMO: 10.850 eV
* HOMO level: -10.12 eV
* SMILES: CCN[C@@H]1COS(=O)(=O)O1

---

Record 4
A structure of composition C4H9NO7P2 in a non-equilibrium geometry. Source: the OMol25 dataset; level of theory: ωB97M-V with the def2-TZVPD basis set.

ORCA input file:
```
! wB97M-V def2-TZVPD RIJCOSX def2/J DEFGRID3
* xyz -2 1
C 0.2545 2.7368 0.5683
C 1.1148 0.2992 0.2388
C -0.0492 0.3522 -0.6219
C 0.0573 1.2430 0.5068
N -0.8851 -5.2126 -0.8175
O 1.6074 4.8075 1.8635
O -0.0552 -2.7100 0.9047
O -2.0781 -2.5596 -0.7471
O 1.2679 3.3089 -0.3068
O 0.3653 -2.7502 -1.6178
O -0.9299 4.8060 0.6321
O -0.9971 3.3679 0.4450
P 1.7939 3.4144 1.3194
P -0.6183 -2.5985 -0.4830
H 2.0473 0.7324 -0.0082
H 1.1983 -0.4856 1.0413
H -0.0477 0.7394 -1.7327
H -0.7906 -0.5685 -0.5071
H -0.7062 0.9314 1.2959
H -1.6799 -5.0592 -1.4050
H -0.0688 -5.3717 -1.5081
H -0.6972 -4.3037 -0.2970
H -0.1034 4.8806 1.2365
*
```

## Properties
* gap between HOMO and LUMO: 7.260 eV
* HOMO level: -1.27 eV

---

Record 5
A structure of composition C4H9NOS in a non-equilibrium geometry. Source: the OMol25 dataset; level of theory: ωB97M-V with the def2-TZVPD basis set.

ORCA input file:
```
! wB97M-V def2-TZVPD RIJCOSX def2/J DEFGRID3
* xyz 0 1
C -1.2256 -0.1929 -0.2864
C 0.1306 0.5661 -0.3825
C 1.4857 -0.0349 -0.7363
C 1.1816 0.3185 0.7112
H -2.1954 0.8641 1.3368
H -2.2966 1.6691 -0.1361
H -0.9312 -1.2612 0.3223
H -1.5934 -0.4580 -1.2525
H 0.1127 1.5450 -0.8340
H 2.1979 0.6877 -1.1573
H 2.0860 -1.9219 -0.6341
H 1.7320 1.1174 1.2970
H -0.4242 -1.3609 0.7512
N -2.1297 0.7510 0.3338
O 1.2632 -1.2810 -1.1741
S 0.6065 -1.0081 1.8410
*
```

## Properties
* gap between HOMO and LUMO: 9.082 eV
* HOMO level: -8.41 eV

---

Record 6
A cluster of 2 separate species, C4H9NOS in total in a non-equilibrium geometry. Source: the OMol25 dataset; level of theory: ωB97M-V with the def2-TZVPD basis set.

ORCA input file:
```
! wB97M-V def2-TZVPD RIJCOSX def2/J DEFGRID3
* xyz 0 1
C 1.5271 -1.7487 0.1707
N 0.1506 -1.4029 0.6597
C -0.5064 -0.4772 -0.1597
C -0.0919 0.9341 -0.2092
S 0.7138 1.5151 1.3324
C -1.5102 -1.0438 -0.9975
O -2.3676 -0.4587 -1.6273
H 2.2895 -1.0134 0.4116
H 1.4836 -1.7500 -0.9243
H 1.7934 -2.7447 0.5008
H 0.2748 -0.8695 1.5254
H -0.9060 3.8482 0.8786
H -0.9986 1.5445 -0.3245
H 0.5932 1.2005 -1.0202
H -0.9624 4.6060 0.8938
H -1.4829 -2.1394 -1.1104
*
```

## Properties
* gap between HOMO and LUMO: 4.897 eV
* HOMO level: -8.07 eV

---

Record 7
The molecule C4H9NOS in a non-equilibrium geometry. Source: the OMol25 dataset; level of theory: ωB97M-V with the def2-TZVPD basis set.

ORCA input file:
```
! wB97M-V def2-TZVPD RIJCOSX def2/J DEFGRID3
* xyz 0 1
C -0.1611 -1.1832 -1.1085
C -0.0663 -0.0018 -0.1341
C -1.3150 0.2485 0.7735
S -2.4991 1.1033 -0.3808
N 1.0608 0.0726 0.8586
C 2.3772 0.3592 0.5922
O 2.7981 0.5593 -0.5339
H -0.0349 -0.8497 -2.1382
H 0.4877 -1.9976 -0.8338
H -1.1892 -1.5290 -1.0111
H 0.1107 0.8018 -0.8435
H -1.0446 0.8067 1.6689
H -1.7764 -0.6863 1.1035
H -2.4558 2.0775 -1.3407
H 0.8394 -0.2981 1.7787
H 2.8687 0.5169 1.5494
*
```

## Properties
* gap between HOMO and LUMO: 9.477 eV
* HOMO level: -9.26 eV
* SMILES: C[C@@H](CS)NC=O

---

Record 8
A cluster of 2 separate species, C4H9NOS in total in a non-equilibrium geometry. Source: the OMol25 dataset; level of theory: ωB97M-V with the def2-TZVPD basis set.

ORCA input file:
```
! wB97M-V def2-TZVPD RIJCOSX def2/J DEFGRID3
* xyz 0 1
C -1.1077 0.3696 1.0993
C -0.1548 0.9745 0.3255
C 1.2262 0.5905 -0.1323
C 2.2428 1.7605 -0.0621
O 1.5556 -0.5633 -0.3264
H -2.0450 0.7631 1.2923
H -0.9649 -0.7038 1.2344
H -0.2268 2.1460 0.1046
H 1.8311 2.6559 -0.5187
H 3.1094 1.3902 -0.6688
H 2.4533 1.8835 0.9573
N -0.9412 -2.7184 -0.1416
S -2.3952 -1.8025 -0.6012
H -0.2066 -1.9778 0.0504
H -0.7226 -3.4562 -0.8112
H -3.1278 -1.7807 0.4841
*
```

## Properties
* gap between HOMO and LUMO: 8.982 eV
* HOMO level: -8.86 eV
* SMILES: C=CC(C)=O.NS

---

Record 9
The molecule C4H9NOS in a non-equilibrium geometry. Source: the OMol25 dataset; level of theory: ωB97M-V with the def2-TZVPD basis set.

ORCA input file:
```
! wB97M-V def2-TZVPD RIJCOSX def2/J DEFGRID3
* xyz 0 1
C 2.6378 1.5505 0.0149
N 1.4704 1.7123 0.8564
C 0.3189 0.9739 0.8120
O -0.6235 1.2711 1.5208
C 0.2600 -0.1948 -0.1502
C -1.0147 -1.0113 0.0145
S -1.5812 -1.9646 -1.3821
H 2.9316 2.4971 -0.4306
H 3.5025 1.1376 0.5403
H 2.3835 0.8786 -0.7972
H 1.2807 2.6167 1.2608
H 1.1425 -0.8286 -0.0785
H 0.2783 0.1746 -1.1663
H -0.8879 -1.5914 0.9293
H -1.8548 -0.4492 0.3934
H -1.2520 -3.1897 -0.9735
*
```

## Properties
* gap between HOMO and LUMO: 9.896 eV
* HOMO level: -9.10 eV
* SMILES: CNC(=O)CCS

---

Record 10
A structure of composition C4H9NOS in a non-equilibrium geometry. Source: the OMol25 dataset; level of theory: ωB97M-V with the def2-TZVPD basis set.

ORCA input file:
```
! wB97M-V def2-TZVPD RIJCOSX def2/J DEFGRID3
* xyz 0 1
C 1.1421 0.1605 0.6075
C 2.4460 -0.4422 0.1087
C 1.1592 1.4896 -0.1261
C -3.1324 -1.0479 -0.3130
N 0.1895 -0.5627 1.0542
O -1.3055 0.3027 1.0526
S -2.0741 0.4998 -0.2884
H 2.4716 -0.4951 -0.9489
H 3.2503 0.1003 0.5105
H 2.5099 -1.4067 0.5069
H 2.0849 1.9167 -0.4038
H 0.5774 2.2290 0.4828
H 0.7289 1.4336 -1.1626
H -3.3449 -1.3704 -1.3120
H -4.1630 -0.9548 -0.0562
H -2.5399 -1.8526 0.2878
*
```

## Properties
* gap between HOMO and LUMO (spin up / spin down): 8.643 / 8.641 eV
* HOMO level (spin up / spin down): -8.13 / -8.13 eV

---

Record 11
The ion C4H9NOS with charge +1 in a non-equilibrium geometry. Source: the OMol25 dataset; level of theory: ωB97M-V with the def2-TZVPD basis set.

ORCA input file:
```
! wB97M-V def2-TZVPD RIJCOSX def2/J DEFGRID3
* xyz 1 2
O -0.3319 0.6904 -1.6077
C -1.0944 0.4300 -0.7171
N -0.6231 0.3684 0.6306
C 0.8557 0.5259 0.7800
C 1.6944 -0.3850 -0.0428
S 2.3086 -1.7768 0.9536
C -2.5044 0.0217 -0.9202
H -1.2719 0.2050 1.3748
H 1.1639 1.5680 0.7416
H 1.1795 0.2529 1.8093
H 2.6733 0.0427 -0.3113
H 1.2499 -0.8835 -0.8902
H 3.4063 -1.1490 1.3881
H -3.0085 -0.5297 -0.1585
H -3.1278 0.9153 -0.9431
H -2.5695 -0.2964 -2.0870
*
```

## Properties
* gap between HOMO and LUMO (spin up / spin down): 10.428 / 4.900 eV
* HOMO level (spin up / spin down): -14.24 / -14.01 eV

---

Record 12
The molecule C4H9NOS2 in a non-equilibrium geometry. Source: the OMol25 dataset; level of theory: ωB97M-V with the def2-TZVPD basis set.

ORCA input file:
```
! wB97M-V def2-TZVPD RIJCOSX def2/J DEFGRID3
* xyz 0 1
N -1.7312 0.7949 -1.0184
C -0.3984 0.0112 -1.1643
C 0.7785 0.7896 -0.3545
O 1.9189 0.9181 -0.9688
C 0.7763 -0.3452 0.6145
S 0.1730 0.0307 2.2145
C -0.1557 -1.1594 -0.1721
S -1.5570 -2.0560 0.2397
H -2.5474 0.1735 -0.9974
H -1.7870 1.3852 -0.1086
H -0.0009 -0.3550 -2.1607
H 0.4596 1.7394 0.2921
H 2.8051 0.4614 -0.3360
H 1.7835 -0.7194 0.7724
H 0.5529 1.5659 2.1264
H 0.6046 -2.0019 -0.5530
H -1.6747 -1.2331 1.5742
*
```

## Properties
* gap between HOMO and LUMO: 9.083 eV
* HOMO level: -8.87 eV
* SMILES: N[C@H]1[C@H](O)[C@@H](S)[C@H]1S

---

Record 13
A cluster of 2 separate species, C4H9NOS2 in total in a non-equilibrium geometry. Source: the OMol25 dataset; level of theory: ωB97M-V with the def2-TZVPD basis set.

ORCA input file:
```
! wB97M-V def2-TZVPD RIJCOSX def2/J DEFGRID3
* xyz 0 1
C -2.0553 -0.8635 0.2591
C -1.4609 -0.0629 1.2910
C -0.4707 0.3277 -0.9357
C 3.3891 0.9893 -0.0726
N -1.1193 -0.8393 -0.8337
O -2.5064 1.7055 -0.3253
S 2.1531 -0.2455 0.1684
S -1.1420 1.4597 0.2364
H -2.3484 -1.9003 0.5096
H -3.0046 -0.3966 -0.0843
H -2.1013 0.0480 2.1318
H -0.4790 -0.3903 1.4805
H 0.0487 0.5241 -1.8104
H 3.3984 1.2145 -1.1788
H 4.3556 0.5975 0.1632
H 3.2987 1.9575 0.5216
H -0.8743 -1.6442 -1.3308
*
```

## Properties
* gap between HOMO and LUMO (spin up / spin down): 7.437 / 6.258 eV
* HOMO level (spin up / spin down): -7.89 / -7.32 eV

---

Record 14
A cluster of 2 separate species, C4H9NS in total in a non-equilibrium geometry. Source: the OMol25 dataset; level of theory: ωB97M-V with the def2-TZVPD basis set.

ORCA input file:
```
! wB97M-V def2-TZVPD RIJCOSX def2/J DEFGRID3
* xyz 0 1
C -0.4627 -1.9240 1.0204
N -0.6513 -1.2823 -0.1049
C -1.0196 0.1131 -0.0910
C -2.1716 0.6014 0.3746
C -0.0143 0.8462 -0.9426
H -0.2648 -3.0452 1.0407
H -0.6162 -1.5989 2.0398
H -2.9188 -0.0731 0.9585
H -2.5655 1.5911 0.1180
H -0.5791 1.8130 -1.3318
H 0.2192 0.3235 -1.8554
H 0.8791 1.1626 -0.3539
S 3.9987 0.4727 -0.0127
H 2.7551 0.4184 0.4090
H 3.4118 0.5816 -1.2688
*
```

## Properties
* gap between HOMO and LUMO: 10.091 eV
* HOMO level: -9.28 eV
* SMILES: C=NC(=C)C.S

---

Record 15
A cluster of 2 separate species, C4H9NS in total in a non-equilibrium geometry. Source: the OMol25 dataset; level of theory: ωB97M-V with the def2-TZVPD basis set.

ORCA input file:
```
! wB97M-V def2-TZVPD RIJCOSX def2/J DEFGRID3
* xyz 0 1
C 1.2482 1.9432 -0.1211
C 1.0372 -1.2141 0.0029
C -1.4469 -0.7895 0.4045
C -0.2184 -0.5177 -0.3789
N 0.1322 1.5304 0.1944
S -2.8341 0.2665 -0.1363
H 1.5068 2.9733 0.1249
H 2.0421 1.3857 -0.6275
H 1.9102 -0.6498 -0.3258
H 1.0898 -2.1901 -0.4822
H 1.0970 -1.3529 1.0802
H -1.7844 -1.8178 0.2454
H -1.2860 -0.6334 1.4721
H -0.3621 -0.3226 -1.4330
H -2.1316 1.3885 -0.0196
*
```

## Properties
* gap between HOMO and LUMO: 9.371 eV
* HOMO level: -8.49 eV

---

Electronic energy / hartree: -836.3724; -513.4002; -911.6875; -1421.9436; -685.7598; -685.8029; -685.9277; -685.9041; -685.9931; -685.8378; -685.6375; -1084.0062; -1084.0406; -610.6664; -610.6449